w) Molecular formula: C6H12O
Method: DFT, ωB97M-V/def2-TZVPD

Output
HOMO energy (alpha / beta): 1.0 / -5.5 eV
2S+1: 2
Total charge: -1

Each line ends with the natural charge from an NBO analysis.
Atoms and positions in Å:
C 1.002 -1.522 -1.564  -0.707
C 0.292 -1.046 -0.252  -0.097
C 1.065 -1.029 0.857  -0.697
C -2.191 -0.605 -0.063  -0.424
C -0.971 -0.233 -0.414  -0.022
C -0.799 1.268 -0.720  -0.703
H 1.387 -2.549 -1.474  0.204
H 1.811 -0.832 -1.652  0.202
H 0.229 -1.549 -2.311  0.198
H 0.736 -0.511 1.742  0.176
H 1.943 -1.653 0.918  0.184
H -2.988 0.133 -0.144  0.174
H -2.606 -1.615 0.136  0.188
H -0.664 1.494 -1.852  0.192
H -0.018 1.834 -0.159  0.252
H -1.631 1.907 -0.465  0.204
H 1.797 2.054 1.259  0.406
H 0.836 1.684 2.469  0.430
O 1.086 2.339 1.814  -1.160

x) Molecular formula: C6H12O
Method: DFT, ωB97M-V/def2-TZVPD

Output
HOMO energy (alpha / beta): 1.1 / -5.7 eV
2S+1: 2
Total charge: -1

Each line ends with the natural charge from an NBO analysis.
Atoms and positions in Å:
C -0.729 -1.604 -0.714  -1.046
C 0.548 -1.034 -0.180  -0.049
C 1.757 -1.659 -0.334  -0.467
C 0.325 2.088 2.106  -0.669
C 0.502 0.699 1.612  -0.214
C 0.443 0.336 0.323  -0.247
H -1.535 -0.879 -0.629  0.179
H -0.645 -1.994 -1.744  0.193
H -1.135 -2.427 -0.163  0.227
H 1.783 -2.695 -0.663  0.186
H 2.639 -1.235 0.085  0.185
H -0.556 2.220 2.745  0.203
H 0.126 2.768 1.261  0.207
H 1.180 2.548 2.573  0.202
H 0.564 -0.128 2.313  0.185
H 0.293 1.201 -0.339  0.207
H -1.400 0.060 -2.408  0.456
H -2.562 0.894 -2.896  0.368
O -1.600 0.842 -2.949  -1.104

y) Molecular formula: C6H12O
Method: DFT, ωB97M-V/def2-TZVPD

Output
HOMO energy (alpha / beta): 0.0 / -1.8 eV
2S+1: 2
Total charge: -1

Each line ends with the natural charge from an NBO analysis.
Atoms and positions in Å:
C 1.496 -2.182 -0.677  -0.614
C 0.173 -1.879 0.009  -0.391
C 0.249 -0.758 1.048  -0.437
C -1.358 1.714 0.012  -0.126
O -1.368 1.268 -1.391  -0.784
C 0.007 1.755 0.600  -0.480
C 0.815 0.588 0.711  -0.425
H 1.501 -3.143 -1.198  0.181
H 1.712 -1.436 -1.446  0.211
H 2.297 -2.186 0.071  0.195
H -0.229 -2.780 0.501  0.164
H -0.636 -1.695 -0.708  0.173
H -0.773 -0.579 1.419  0.188
H 0.729 -1.188 1.954  0.154
H -2.058 1.025 0.525  0.102
H -1.797 2.711 0.037  0.150
H -1.688 0.366 -1.382  0.442
H 0.245 2.681 1.110  0.150
H 1.806 0.623 0.248  0.149

Last place for stability: w)

w) Molecular formula: H20O10
Method: DFT, ωB97M-V/def2-TZVPD

Output
HOMO energy: -11.0 eV
SMILES: O.O.O.O.O.O.O.O.O.O

Each line ends with the natural charge from an NBO analysis.
Atoms and positions in Å:
O -0.061 0.038 0.362  -0.936
H 0.231 0.403 1.205  0.466
H 0.106 0.746 -0.270  0.474
O 3.708 2.424 -2.252  -0.946
H 4.199 1.999 -2.964  0.468
H 4.142 3.278 -2.146  0.479
O -1.845 -2.057 -3.550  -0.925
H -2.195 -1.960 -2.658  0.466
H -0.987 -2.476 -3.422  0.460
O -0.568 -4.057 1.285  -0.937
H 0.072 -3.430 0.929  0.470
H -0.368 -4.086 2.228  0.467
O 1.999 -0.323 -1.739  -0.945
H 2.188 -1.253 -1.908  0.468
H 2.804 0.133 -2.011  0.477
O -0.263 3.105 1.332  -0.931
H 0.384 2.976 2.034  0.467
H -0.455 2.213 1.022  0.459
O -4.647 -0.138 0.642  -0.937
H -3.905 0.447 0.452  0.471
H -4.479 -0.914 0.095  0.467
O -1.469 0.697 -3.850  -0.930
H -1.294 1.606 -4.116  0.461
H -0.763 0.495 -3.226  0.468
O -1.596 0.145 4.383  -0.939
H -2.063 -0.633 4.059  0.471
H -1.157 -0.162 5.185  0.468
O 2.582 0.072 3.264  -0.939
H 3.037 0.921 3.291  0.469
H 2.663 -0.209 2.346  0.470

x) Molecular formula: H20O10
Method: DFT, ωB97M-V/def2-TZVPD

Output
HOMO energy: -8.8 eV

Each line ends with the natural charge from an NBO analysis.
Atoms and positions in Å:
H 0.174 0.320 0.241  0.419
H -0.294 -1.003 0.568  0.463
H -0.248 1.927 -3.181  0.453
H -0.199 1.495 -4.640  0.474
H 0.371 0.185 4.248  0.462
H 1.569 0.869 3.780  0.441
H -1.174 -4.191 0.613  0.472
H 0.003 -4.048 1.674  0.473
H 2.778 1.257 2.509  0.460
H 3.763 0.653 1.404  0.469
H -3.458 -2.923 -2.562  0.479
H -3.254 -3.345 -1.020  0.474
H 1.844 1.412 -1.251  0.490
H 0.405 1.213 -1.808  0.465
H 0.590 4.461 -0.764  0.464
H 0.320 3.188 0.089  0.488
H 1.490 -2.829 0.544  0.420
H 2.020 -1.413 0.379  0.490
H -3.572 2.205 -1.644  0.470
H -2.880 1.184 -0.760  0.465
O 0.502 -0.565 0.484  -0.913
O -0.814 1.573 -3.918  -0.927
O 1.360 0.042 4.193  -0.901
O -0.910 -4.150 1.602  -0.945
O 2.970 0.470 2.022  -0.928
O -3.045 -3.602 -1.937  -0.953
O 0.914 1.546 -1.046  -0.945
O 0.816 4.032 0.060  -0.954
O 1.310 -1.987 0.861  -0.888
O -3.353 2.024 -0.738  -0.935

Last place for stability: x)

w) Molecular formula: H20O10
Method: DFT, ωB97M-V/def2-TZVPD

Output
HOMO energy: -10.3 eV
SMILES: O.O.O.O.O.O.O.O.O.O

Each line ends with the natural charge from an NBO analysis.
Atoms and positions in Å:
O 1.405 -2.725 2.182  -0.937
H 0.527 -2.394 1.940  0.471
H 1.845 -2.621 1.460  0.456
O 0.555 1.696 2.616  -1.028
H 1.353 1.994 3.190  0.498
H 0.632 1.659 1.539  0.513
O -0.333 -1.401 -2.926  -0.951
H -0.258 -0.454 -2.503  0.470
H -1.013 -1.283 -3.578  0.480
O 2.017 -2.167 -0.461  -0.954
H 1.409 -1.977 -1.183  0.481
H 2.820 -2.261 -0.901  0.481
O 3.988 1.171 -0.564  -0.931
H 3.191 1.181 -0.148  0.472
H 3.983 1.621 -1.326  0.459
O 0.533 0.402 0.054  -0.997
H 0.676 -0.567 -0.021  0.509
H -0.398 0.595 0.014  0.481
O -2.047 1.288 0.691  -0.989
H -1.633 2.115 0.554  0.505
H -2.101 1.139 1.656  0.511
O -1.318 -2.444 1.089  -0.943
H -1.783 -2.513 0.256  0.488
H -1.689 -1.722 1.518  0.463
O -3.247 -0.363 -1.115  -0.954
H -3.833 -0.549 -0.421  0.456
H -2.761 0.301 -0.610  0.479
O -1.113 3.522 -0.818  -0.961
H -0.425 4.122 -0.959  0.490
H -0.978 2.625 -1.232  0.481

x) Molecular formula: H20O10
Method: DFT, ωB97M-V/def2-TZVPD

Output
HOMO energy: -11.2 eV
SMILES: O.O.O.O.O.O.O.O.O.O

Each line ends with the natural charge from an NBO analysis.
Atoms and positions in Å:
O 0.279 -1.720 1.772  -0.967
H -0.394 -1.869 1.094  0.471
H -0.187 -1.013 2.250  0.492
O 0.544 -4.022 -0.312  -0.932
H -0.124 -4.053 0.379  0.460
H 1.029 -3.220 -0.082  0.473
O -2.635 0.280 -3.205  -0.982
H -2.446 -0.636 -3.404  0.498
H -2.226 0.946 -3.758  0.487
O -0.530 1.536 2.822  -0.958
H 0.255 1.742 3.342  0.481
H -0.304 1.905 1.959  0.478
O 0.374 2.423 -2.854  -0.924
H 0.184 2.422 -1.916  0.461
H 0.564 1.504 -3.018  0.457
O 2.585 -0.959 3.357  -0.930
H 2.147 -0.424 2.663  0.459
H 2.378 -1.702 2.755  0.471
O 2.379 0.945 -2.123  -0.968
H 1.827 0.360 -2.623  0.478
H 2.945 1.589 -2.544  0.495
O -3.345 -0.104 1.703  -0.939
H -3.335 -0.790 2.379  0.464
H -3.189 0.657 2.279  0.476
O 1.819 2.703 0.518  -0.976
H 1.131 3.115 0.005  0.478
H 2.684 2.560 0.138  0.499
O -1.350 -1.175 -1.561  -0.975
H -1.839 -1.814 -1.038  0.474
H -1.696 -0.286 -1.440  0.498

Last place for stability: w)